[1]
Molecular formula: C5H5N3
Method: DFT, wB97M-V/def2-TZVPD

Calculated values
LUMO = 0.421 eV
HOMO = -8.679 eV
Multiplicity = 1
Structure (SMILES) = N#CC1=CNN=CC1

The geometry in XYZ format:
```
13
C5H5N3 | the OMol25 dataset | wB97M-V/def2-TZVPD
C -1.0256 1.7107 0.1061
C -0.1982 0.5272 -0.0580
C 0.7152 0.4274 -0.9850
C 0.1988 -1.7888 0.6076
C -0.4279 -0.4264 1.2010
H 0.9955 1.3020 -1.4421
H 2.0210 -0.9714 -1.7925
H 0.1481 -2.7720 1.1802
H -1.6626 -0.5260 1.6284
H 0.0458 0.1699 2.1310
N -1.8681 2.5319 0.5838
N 1.2839 -0.7480 -1.2033
N 0.9953 -1.7702 -0.3712
```

---

[2]
Molecular formula: C5H5N3
Method: DFT, wB97M-V/def2-TZVPD

Calculated values
LUMO = 0.247 eV
HOMO = -9.165 eV
Multiplicity = 1
Structure (SMILES) = N#C/C=C\NCC#N

The geometry in XYZ format:
```
13
C5H5N3 | the OMol25 dataset | wB97M-V/def2-TZVPD
C 2.4822 0.2148 0.6354
C 1.1495 0.4438 -0.1016
C -0.9093 -0.9076 0.4025
C -2.0214 -0.3382 -0.3235
C -1.5306 0.7474 -1.1779
H 0.9745 0.6957 -1.1199
H 0.7237 1.3430 0.4477
H 0.8489 -1.1373 0.9846
H -1.3506 -1.4090 1.3219
H -3.2249 -0.2960 -0.0258
N 3.5786 -0.0826 0.7026
N 0.4484 -0.6365 0.2857
N -1.1690 1.3626 -2.0316
```

---

[3]
Molecular formula: C5H5N3
Method: DFT, wB97M-V/def2-TZVPD

Calculated values
LUMO = -1.243 eV
HOMO = -9.542 eV
Multiplicity = 1
Structure (SMILES) = [H]/N=c1/ccccnn1

The geometry in XYZ format:
```
13
C5H5N3 | the OMol25 dataset | wB97M-V/def2-TZVPD
C -0.5974 -0.2988 1.2055
C 0.1904 -1.3152 0.5880
C 0.8936 -0.9602 -0.4402
C 0.5628 0.0897 -1.2817
C -0.4778 1.0389 -1.2646
H -0.7282 0.9485 2.5244
H 0.4577 -2.1664 1.1345
H 1.9582 -1.4331 -0.8851
H 1.5166 0.7423 -1.7446
H -0.3064 1.9495 -2.0263
N -0.0155 0.4430 2.1426
N -1.6777 0.8731 -0.5309
N -1.7765 0.0885 0.5784
```

---

[4]
Molecular formula: C5H5N3
Method: DFT, wB97M-V/def2-TZVPD

Calculated values
LUMO (spin up / spin down) = -1.552 / -1.551 eV
HOMO (spin up / spin down) = -9.538 / -9.538 eV
Multiplicity = 1
Structure (SMILES) = C=C/C=C1/N=CN=N1

The geometry in XYZ format:
```
13
C5H5N3 | the OMol25 dataset | wB97M-V/def2-TZVPD
C -1.9124 2.0883 -0.6335
C -0.5286 0.4787 -0.5642
C 0.5413 -0.3787 -0.6452
C 0.6549 -1.3273 0.4464
C 1.8860 -1.6318 0.8796
N -0.9103 1.5635 -1.2949
N -2.0885 1.4219 0.6115
N -1.2736 0.4857 0.6338
H -2.3212 3.0478 -0.8626
H 1.4145 -0.1219 -1.3531
H -0.2275 -1.7946 0.6916
H 1.9719 -2.4509 1.7226
H 2.7934 -1.3807 0.3679
```

---

[5]
Molecular formula: C5H5N3
Method: DFT, wB97M-V/def2-TZVPD

Calculated values
LUMO = 0.071 eV
HOMO = -8.366 eV
Multiplicity = 1
Structure (SMILES) = C1=Nn2cncc2C1

The geometry in XYZ format:
```
13
C5H5N3 | the OMol25 dataset | wB97M-V/def2-TZVPD
C 1.3900 1.1322 0.0524
C 2.0923 -0.2177 -0.0584
C -1.2947 -1.0326 -0.0006
C -1.4346 1.0586 -0.0365
C -0.0361 0.7093 0.0223
H 1.5621 1.8695 -0.8244
H 1.6158 1.7853 0.8483
H 3.1743 -0.2747 0.2650
H -1.5325 -1.9934 0.2024
H -1.9244 2.0098 -0.1514
N 1.1759 -1.2173 -0.0651
N -0.0280 -0.6621 0.0092
N -2.1760 -0.0200 0.0253
```

---

[6]
Molecular formula: C5H5N3O
Method: DFT, wB97M-V/def2-TZVPD

Calculated values
LUMO = -1.430 eV
HOMO = -8.922 eV
Multiplicity = 1
Structure (SMILES) = [H]/N=C1C=C/C(=C/N=O)N/1

The geometry in XYZ format:
```
14
C5H5N3O | the OMol25 dataset | wB97M-V/def2-TZVPD
C -1.4246 -0.6473 -0.0412
C 0.5807 0.4019 -0.0181
C -0.4204 1.3969 0.0612
C -1.6322 0.8035 0.0939
C 1.9184 0.6573 -0.0411
H -1.9321 -2.4107 -0.1012
H 0.4102 -1.7229 -0.0642
H -0.1448 2.4581 0.0984
H -2.6317 1.2497 0.1214
H 2.0746 1.7470 -0.0834
N -2.3569 -1.4738 -0.0086
N -0.0684 -0.8242 -0.0809
N 2.9423 -0.2420 -0.1510
O 2.6849 -1.3936 0.2149
```

---

[7]
Molecular formula: C5H5N5
Method: DFT, wB97M-V/def2-TZVPD

Calculated values
LUMO = 0.760 eV
HOMO = -9.072 eV
Multiplicity = 1
Structure (SMILES) = Nc1ncnc2[nH]ncc12

The geometry in XYZ format:
```
15
C5H5N5 | the OMol25 dataset | wB97M-V/def2-TZVPD
C 1.0244 0.4949 -0.4909
C -0.7462 1.7631 -1.1213
C -1.2448 -0.0947 0.0450
C 0.0269 -1.5748 1.0746
C 0.0639 -0.5127 0.0948
H 2.7138 -0.3696 0.2723
H 2.9973 0.8029 -0.9339
H -0.9703 2.6972 -1.5599
H -2.8072 -0.8505 1.3416
H 0.8121 -2.3491 1.3922
N 2.3123 0.1390 -0.5455
N 0.5997 1.5424 -1.1584
N -1.6574 1.0233 -0.5978
N -1.9677 -0.8742 0.8143
N -1.1568 -1.8372 1.3730
```

---

[8]
Molecular formula: C5H5NO
Method: DFT, wB97M-V/def2-TZVPD

Calculated values
LUMO (spin up / spin down) = 0.386 / 0.304 eV
HOMO (spin up / spin down) = -7.593 / -7.544 eV
Multiplicity = 1

The geometry in XYZ format:
```
12
C5H5NO | the OMol25 dataset | wB97M-V/def2-TZVPD
N -1.8932 -0.1075 1.4330
C -1.3525 0.8429 1.0328
C -0.3101 1.2329 0.0974
O 1.0340 1.0809 0.6957
C 1.3300 0.0913 -0.2115
C -0.1941 -1.2890 -0.0077
C 0.0036 -0.0430 -0.7601
H -0.3906 2.1947 -0.4107
H 2.3657 -0.1338 -0.4181
H -0.6049 -2.1472 -0.5392
H 0.0443 -1.4478 1.0266
H -0.1574 -0.1667 -1.8252
```

---

Repeat the seventh record exactly.
Molecular formula: C5H5N5
Method: DFT, wB97M-V/def2-TZVPD

Calculated values
LUMO = 0.760 eV
HOMO = -9.072 eV
Multiplicity = 1
Structure (SMILES) = Nc1ncnc2[nH]ncc12

The geometry in XYZ format:
```
15
C5H5N5 | the OMol25 dataset | wB97M-V/def2-TZVPD
C 1.0244 0.4949 -0.4909
C -0.7462 1.7631 -1.1213
C -1.2448 -0.0947 0.0450
C 0.0269 -1.5748 1.0746
C 0.0639 -0.5127 0.0948
H 2.7138 -0.3696 0.2723
H 2.9973 0.8029 -0.9339
H -0.9703 2.6972 -1.5599
H -2.8072 -0.8505 1.3416
H 0.8121 -2.3491 1.3922
N 2.3123 0.1390 -0.5455
N 0.5997 1.5424 -1.1584
N -1.6574 1.0233 -0.5978
N -1.9677 -0.8742 0.8143
N -1.1568 -1.8372 1.3730
```